A molecular structure, C4H11O2Tb at a distorted geometry. Source: the OMol25 dataset; level of theory: the ωB97M-V functional and the def2-TZVPD basis.

ΔE to the lowest compared entry with this formula, charge and spin, kcal per mole: 160.13
HOMO energy (alpha / beta), eV: -11.78 / -9.68
Frontier orbital gap (alpha / beta), Eh: 0.2916 / 0.2116
E, Ha: -1133.3219

ORCA input file:
```
! RIJCOSX wB97M-V def2-TZVPD def2/J DEFGRID3
* xyz 1 8
H -0.73476 -1.14754 1.07638
C -0.26170 -0.15435 -1.00098
H -0.83361 2.82454 -2.24850
H -0.22231 -1.28622 3.99545
H 1.17096 -0.69904 2.97383
H -1.98664 1.43955 -2.39717
H 2.12900 -1.48962 -0.60129
H -1.57935 2.12305 -0.77360
H 0.77059 -1.89174 -1.24443
H -0.34426 0.13654 2.89142
O -0.09033 1.02446 -1.71127
C 1.02355 -0.89747 -0.83725
O -0.24206 -1.71649 1.94125
H -1.27600 -0.56054 -1.01597
Tb 2.23229 1.76764 -2.44099
C -1.20287 1.90238 -1.78243
H 1.36016 -0.50503 0.15244
C 0.08734 -0.87013 3.02310
*
```


15 unconnected molecules or ions with the total composition CH28O17 at a distorted geometry. Source: the OMol25 dataset; level of theory: the ωB97M-V functional and the def2-TZVPD basis.

ΔE to the lowest compared entry with this formula, charge and spin, kcal per mole: 14.25
HOMO energy, eV: -3.21
Frontier orbital gap, Eh: 0.3041
E, Ha: -1334.0769

ORCA input file:
```
! RIJCOSX wB97M-V def2-TZVPD def2/J DEFGRID3
* xyz -2 1
O 2.71836 2.33713 -1.80797
H 4.59628 1.28505 0.59888
H 1.19174 -1.02008 1.24034
O -0.83799 1.34295 2.76884
H -0.53535 1.92657 -1.15834
H -1.27634 -2.56512 1.85206
O 3.00556 -1.03725 -0.67082
H 1.99562 -1.14060 -0.78707
O 0.61050 -1.31263 -0.46016
O 3.63958 1.38090 0.65718
C 0.09813 -0.02502 -0.37564
H 1.31959 -0.40046 2.69054
O -3.45955 1.96812 0.32952
O -1.74966 -2.19235 1.10889
H -3.03694 -0.74500 1.53341
H -1.05001 -3.28426 -2.19613
O 0.98310 2.45684 1.03204
H 3.01160 -0.22847 -0.16468
H -1.26056 -1.37908 0.86579
O 1.70597 -1.01952 2.07904
H -0.23717 -2.02412 -1.80198
H 1.04202 -0.15946 -2.34810
H 0.31324 2.34246 1.70627
H 2.03178 1.67574 -1.50210
H 0.46959 -3.96269 1.51429
H 2.75474 2.18489 -2.77371
O 0.69847 0.85269 -0.99160
O -3.22440 -0.51191 -1.03327
O -1.01020 2.65719 -1.62659
H -3.63290 1.30347 0.97718
H -4.02668 -0.19217 -0.68464
H -2.64109 1.71246 -0.02824
H -0.77348 0.78421 1.93065
O -3.72853 -0.30915 2.00737
H -4.55577 -0.69628 1.69168
O 1.28235 -0.24993 -3.28899
H 0.77283 1.84526 0.34936
O 0.82078 -4.05444 0.62138
H -2.57231 -0.30249 -0.39941
H 0.02888 1.33022 3.18487
H -0.56704 3.47123 -1.45986
O -0.94591 0.13408 0.30557
H 3.27947 1.95714 0.00788
H 2.23013 -0.18107 -3.23718
H 0.78090 -3.20798 0.17269
O -0.25931 -2.74709 -2.42924
*
```


10 unconnected molecules or ions with the total composition C34H58NO24 at a distorted geometry. Source: the OMol25 dataset; level of theory: the ωB97M-V functional and the def2-TZVPD basis.

HOMO energy, eV: -11.61
Frontier orbital gap, Eh: 0.2182
E, Ha: -3190.3158

ORCA input file:
```
! RIJCOSX wB97M-V def2-TZVPD def2/J DEFGRID3
* xyz 1 1
C -5.34238 1.53848 -5.31351
C 0.15844 -0.47895 2.45083
C 6.26590 -1.83473 -1.43163
H 2.04593 6.73480 4.03276
H -0.69797 -2.93601 -2.79257
C 3.33250 -5.62270 -0.73768
H -1.14159 -1.20813 -4.18659
C -3.88011 0.89042 -3.80819
C -0.57040 2.56037 -4.73385
H 0.83756 2.37576 -1.24373
C 1.75528 7.29821 1.95930
O -2.49297 2.64079 -0.34355
H 2.31699 -0.95809 2.22133
C -2.22995 -0.09718 1.36018
H 2.57785 2.15779 -1.08481
H 0.11512 -1.39337 3.04250
N -0.09061 0.20457 -0.01949
H 0.21973 -2.44417 1.08006
C 0.15084 4.42799 -3.72028
O 0.32053 -5.46800 4.58937
H 2.18422 -0.96812 -1.57471
C -0.92634 -1.39767 6.06224
C -5.90437 0.36359 -4.61762
C 2.40620 6.55541 3.01978
H 0.95600 7.95586 2.30099
H 2.55789 7.89138 1.52106
H 6.07837 -2.90182 -1.55099
O -0.42962 -1.44559 7.29594
O -2.48865 -2.75496 -4.63740
C -0.23656 -3.02960 -3.77565
O -0.67346 1.34329 -5.01033
C -5.85183 3.52843 -0.10339
H -1.05783 5.46048 -5.02933
H -2.05870 1.25502 6.90275
H -2.22028 0.78847 1.99549
H -6.06389 1.40423 0.58019
O 1.20461 6.33717 1.05905
H 3.09634 -6.41276 -1.45051
C -0.61913 -0.20636 7.96814
O -4.22181 1.94100 -4.52887
C -5.75740 2.40987 0.86806
O 9.23074 -0.18187 -2.06151
H -3.12202 -2.05282 -4.47172
C -3.69878 2.80985 -0.03217
C 0.47465 -6.68289 4.12520
C -0.75785 -2.03405 0.82657
O -4.97168 0.18713 -3.56823
H -1.44338 -5.01323 5.11332
O 3.97323 -3.26139 -0.20252
C -1.22861 4.61968 -4.35703
H -5.96993 4.51452 0.34580
H -0.91141 -3.98818 3.73254
O 1.44192 4.10439 0.62329
H -5.98576 -0.44788 -5.34081
H -0.76168 -2.05416 -5.66618
C 1.63019 -0.11598 2.30651
H 2.51208 -5.58240 -0.02118
C -0.86617 -4.97678 4.18940
H 3.41881 6.93367 3.15993
H -1.48867 -5.68802 2.20965
H 1.65979 1.29781 -2.18482
O 6.97107 -0.10223 -2.76604
H 1.94392 -1.65442 0.11171
O -0.51726 -7.04512 3.35026
C 3.44723 -4.19994 -1.21628
H -2.87752 -0.10616 0.48343
H 4.19930 -5.99224 -0.18979
O 1.47834 -7.38579 4.28198
H -1.99018 4.89253 -3.62650
H -6.09591 2.30617 -5.48940
H 5.51249 -1.70358 -3.39025
H 2.75015 1.44580 1.41371
H -1.23096 -0.25634 8.86884
H 3.31736 -0.75850 -0.41536
O -0.80057 0.40824 -1.22483
H 5.06888 -0.47104 -2.29582
H 1.89686 0.17007 3.32394
C -1.10669 0.72639 6.85453
O 7.65216 -1.64942 -1.29034
O -4.40306 2.52595 1.14448
C -1.48579 -6.03231 3.24385
H -2.46196 -6.45368 3.48393
O -2.76923 0.72587 -3.23712
C 1.75680 1.01904 1.27501
C 5.93212 -1.04835 -2.62692
H -0.44449 1.56831 6.65268
H 0.36966 0.15572 8.24971
H -6.85425 0.65835 -4.17158
C 8.07827 -0.60360 -2.03267
O -1.02000 -2.33588 5.33665
H 5.83766 -1.53399 -0.47546
O -1.46137 3.41426 -5.05296
H -1.46445 -2.52617 1.49488
C 2.23131 -0.79855 -0.49902
H 4.70938 -3.60419 0.30953
O -4.56397 3.41888 -0.80202
H 1.14410 1.85079 1.62270
H -2.74433 -0.91039 1.87223
O -1.24509 -0.15523 5.76366
H -0.31214 0.30940 3.03834
C 1.40942 0.46871 -0.12174
O 2.21693 5.21712 2.49023
H -1.00438 -2.32506 -0.19453
H -6.39760 2.69809 1.70184
C 1.62636 1.62971 -1.14712
H -4.93237 1.17585 -6.25612
H 0.70869 -2.50143 -3.65067
H 0.95098 5.02112 -4.16308
H 2.52443 -3.91041 -1.71897
H 0.11706 4.64504 -2.65264
O 0.46800 3.10056 -4.04297
H 0.01608 -4.01032 -4.17873
C 1.54644 5.14981 1.33787
C -0.69935 -0.50548 1.14485
H 4.17364 -4.14534 -2.02711
H -6.80707 3.32618 -0.58786
C -1.12505 -2.19538 -4.64829
*
```


A molecular structure, C5H5N at a distorted geometry. Source: the OMol25 dataset; level of theory: the ωB97M-V functional and the def2-TZVPD basis.

ΔE to the lowest compared entry with this formula, charge and spin, kcal per mole: 148.71
HOMO energy, eV: -8.87
Frontier orbital gap, Eh: 0.3403
E, Ha: -248.0381

ORCA input file:
```
! RIJCOSX wB97M-V def2-TZVPD def2/J DEFGRID3
* xyz 0 1
H 1.01108 0.00748 1.35970
H 1.54649 -0.71437 0.03108
C 1.05937 0.24218 0.26889
C -2.39316 -0.50318 0.22578
H -0.00621 0.45625 -1.62941
C -1.94036 0.85715 0.18508
H 1.81168 0.94591 -0.07358
N -1.35701 -1.02367 -0.29689
H -3.17976 -0.99748 0.74766
C -0.20180 0.46583 -0.51499
C -1.04005 1.63791 -0.23604
*
```


A molecular structure, C3H3HgLiO3 at a distorted geometry. Source: the OMol25 dataset; level of theory: the ωB97M-V functional and the def2-TZVPD basis.

ΔE to the lowest compared entry with this formula, charge and spin, kcal per mole: 9.23
HOMO energy (alpha / beta), eV: -11.97 / -14.24
Frontier orbital gap (alpha / beta), Eh: 0.2786 / 0.3304
E, Ha: -502.4726

ORCA input file:
```
! RIJCOSX wB97M-V def2-TZVPD def2/J DEFGRID3
* xyz 1 2
Li 2.16562 0.16447 -2.21421
O 0.52295 -1.92364 0.77579
H 0.28395 1.54595 1.15907
C 0.65895 -1.24429 -0.24439
C -0.46997 1.33571 0.39554
H -0.98130 0.05949 -1.34967
Hg -1.06937 -1.28959 2.11005
H -1.11946 2.16907 0.12128
O 1.61120 -1.13452 -1.01357
O -1.23900 0.17937 0.71037
C -0.36357 0.13800 -0.45026
*
```


16 unconnected molecules or ions with the total composition C23H77N4O16 at a distorted geometry. Source: the OMol25 dataset; level of theory: the ωB97M-V functional and the def2-TZVPD basis.

HOMO energy, eV: -6.08
Frontier orbital gap, Eh: 0.2964
E, Ha: -2345.1093

ORCA input file:
```
! RIJCOSX wB97M-V def2-TZVPD def2/J DEFGRID3
* xyz -1 1
H -12.26961 -16.21096 -4.90055
H -17.98201 -16.18085 -2.46275
H -18.25642 -15.90717 5.04572
O -15.76851 -16.63649 5.29549
C -10.50295 -20.38566 2.26833
C -16.25593 -15.33075 5.49217
H -13.76804 -12.69242 1.64076
H -14.07157 -17.79048 -3.03885
H -16.19469 -14.89498 4.57141
H -13.12611 -11.48130 2.85369
H -13.23852 -20.03740 -0.65105
C -15.63778 -12.36871 0.88694
H -10.95741 -17.90255 -2.18423
H -9.91803 -16.99397 -1.16589
O -16.56230 -14.95045 -1.74813
H -14.91169 -20.12604 -0.58035
H -15.02549 -20.97468 3.13629
N -14.06916 -14.48761 -1.02451
H -10.45044 -17.65390 3.33894
C -17.97589 -15.25934 1.72675
H -11.49767 -15.71236 0.11687
H -11.12113 -14.89395 2.85368
C -10.23118 -13.20892 1.56004
H -13.09322 -18.76759 3.51718
H -14.50653 -17.75431 0.49451
H -13.63718 -15.87934 2.51570
H -9.46640 -16.61627 2.58730
H -11.84130 -13.15209 0.22833
H -16.27638 -18.74899 3.53086
H -11.96096 -17.86936 -0.13632
C -16.88666 -18.91440 2.66050
H -14.41973 -19.84017 -2.15317
O -12.32638 -17.05745 -4.32756
H -13.65585 -20.53938 1.96962
O -11.03145 -15.63065 3.47456
H -17.23128 -12.21329 -0.40530
H -10.52886 -12.66680 2.41083
H -9.93382 -18.98944 1.05906
H -17.83480 -16.26198 1.44187
H -15.09353 -15.59280 1.36359
C -9.29970 -19.03952 -1.71559
H -17.90638 -15.91627 6.81711
H -11.45868 -20.14772 1.74300
O -13.01452 -16.51763 0.12593
N -12.22965 -13.99908 -2.08006
O -18.99931 -19.40285 3.62751
C -18.37099 -18.39133 2.75723
H -15.12145 -16.81150 2.57543
H -10.12740 -21.37434 1.93739
H -18.40546 -17.41018 3.19744
H -8.91197 -19.69443 -0.90700
N -14.43439 -12.78335 0.85703
H -15.44344 -17.42082 -1.42262
H -8.38558 -18.62645 -2.26920
C -10.51575 -16.81550 2.78412
C -13.51744 -13.75739 -1.92652
O -12.92775 -12.24945 3.43001
H -14.61111 -21.93352 -2.28394
H -16.43149 -16.37139 -3.23593
H -13.79626 -18.71983 5.13644
O -14.13470 -21.81205 -1.41155
H -14.21084 -16.05798 -3.65062
H -12.13345 -16.82826 4.01477
C -12.87322 -18.49557 4.54695
H -14.20565 -13.51815 0.09650
C -14.03037 -21.20156 2.76302
O -12.74345 -17.13072 4.72358
H -17.02871 -18.22203 -1.63812
C -11.35845 -13.93105 0.83657
H -16.27280 -18.39436 1.80599
H -14.07732 -13.87657 6.13066
H -12.78915 -14.44877 4.99287
H -17.14062 -15.06510 2.41491
H -11.96042 -18.92676 5.00789
C -16.91460 -16.22902 -2.28220
H -14.89235 -16.66920 4.97549
H -12.59709 -13.08707 5.90200
C -13.95459 -12.74719 4.23928
O -19.17474 -15.03974 2.41749
H -13.55899 -15.30498 -0.55156
H -16.78938 -17.14892 -0.28945
H -9.64863 -12.69002 0.81071
O -9.49301 -19.46215 1.80155
O -13.08123 -21.46019 3.80019
C -10.40025 -18.00425 -1.31718
O -16.05002 -11.64213 1.95577
H -9.63377 -13.98018 2.02964
H -19.98184 -14.97318 1.87006
H -16.07529 -13.29888 -0.89538
H -14.43097 -11.91227 4.68760
H -19.93292 -19.47132 3.32584
H -11.01569 -16.93798 1.86115
C -13.74341 -17.27390 1.03952
O -11.15451 -18.44291 -0.19786
O -14.29225 -13.03924 -2.90536
C -13.35091 -13.64157 5.33948
C -17.70571 -15.38573 5.83791
H -17.87517 -14.54793 0.94976
H -18.77415 -18.42045 1.72511
H -15.71248 -14.79814 6.29698
H -15.04676 -14.87898 -1.16791
C -13.48641 -16.89872 -3.35930
H -16.92975 -14.38266 -2.42404
H -14.29805 -22.15904 2.34343
H -12.12875 -14.46781 1.44049
C -16.49115 -17.28575 -1.31210
H -10.60923 -20.35315 3.36204
H -9.68770 -19.56542 -2.51935
H -14.72158 -13.33780 3.66307
H -12.89774 -16.56392 -2.47199
N -16.31637 -12.58627 -0.20834
H -13.45147 -22.13749 4.32935
C -14.15374 -20.36469 -1.22096
H -11.87661 -13.64578 -2.93361
H -11.63618 -14.59727 -1.42559
O -10.79093 -15.04336 0.08693
H -16.80564 -19.94345 2.28325
H -13.22714 -18.09998 1.44178
H -18.11926 -14.40870 6.03671
C -14.42732 -16.29163 1.96469
*
```


A molecular structure, C25H34ClN9O2PPbS at a distorted geometry. Source: the OMol25 dataset; level of theory: the ωB97M-V functional and the def2-TZVPD basis.

ΔE to the lowest compared entry with this formula, charge and spin, kcal per mole: 1.42
HOMO energy (alpha / beta), eV: -15.62 / -15.63
Frontier orbital gap (alpha / beta), Eh: 0.2138 / 0.1988
E, Ha: -3008.0153

ORCA input file:
```
! RIJCOSX wB97M-V def2-TZVPD def2/J DEFGRID3
* xyz 3 1
C 0.16981 3.51049 0.21972
H -5.47217 -2.61499 -2.77107
C 0.87426 5.34195 -1.80006
H 0.45160 -3.31028 5.00581
O -1.88443 -1.17386 -0.95868
H 1.19871 6.07905 -2.51870
N 0.69579 -1.43241 1.70164
H -2.83134 -0.67016 -5.52497
C 0.59478 -2.81192 4.07128
H -0.50876 -1.34910 -4.68100
P -2.92837 -1.26456 -2.02285
N 5.52675 2.25807 2.28054
H -4.65975 -0.14501 0.09376
H -0.64242 1.19058 5.99418
C -4.79951 -3.44980 -2.62707
C 7.05776 0.95052 1.58017
H -5.27403 -4.16437 -1.98391
C -0.43060 0.58664 5.16332
N 0.20420 1.33891 1.43738
O 0.96976 1.84164 -1.38709
C 0.16273 5.78802 -0.64397
C 4.84009 1.31024 1.60759
C 0.99903 -2.75027 1.74369
H -4.98995 1.21158 -3.37714
N -2.40014 -1.40571 -3.56401
C -0.21814 2.51961 1.26478
C 0.74197 3.04307 -1.03000
H 1.16272 -4.54327 2.99797
H -0.88368 2.94724 2.07437
C -0.97811 -1.82779 -3.78270
C -0.18507 -0.75107 5.18801
N 6.90607 2.03705 2.26368
C 0.96499 -3.47456 2.95017
H -4.11971 1.84566 -1.86681
C -0.32174 1.26885 3.88914
H -4.38144 -3.88197 -3.54886
H -3.17834 -4.80168 -1.03267
H 6.18119 -0.89709 -0.25133
C 1.13986 4.04585 -1.98307
H -4.23093 -0.93651 -4.49550
H -0.39309 2.36121 3.91762
H -5.98877 0.19911 -1.06308
H -3.34539 -2.31017 -5.11898
N 5.58022 -0.73826 0.52318
H 1.27765 -3.20440 0.79904
H 1.70188 3.71662 -2.85757
H 9.04094 0.67616 2.06358
C -0.12799 4.82386 0.36845
H -3.39940 1.02719 -3.33851
H -0.18925 -1.29204 6.12792
Pb 1.34370 -0.17179 -0.19713
H -0.57880 5.15095 1.33476
N -3.69500 -2.89075 -1.74588
H -1.92334 -3.57915 -0.79692
C -4.20942 1.02518 -2.63964
C 8.32729 0.21876 1.36735
C 0.17541 -1.45389 4.01688
H -5.43589 -1.45762 -0.77711
C -2.98379 -3.75559 -0.80716
N -4.25189 -0.28589 -2.00517
C -0.01751 0.68149 2.73028
H 5.61160 -1.54931 1.14760
H -0.43462 -1.50485 -2.91803
H 8.76370 0.27072 0.37345
H 5.08894 3.12988 2.61775
H -3.35973 -3.46297 0.20189
H -0.88860 -2.89572 -3.82805
Cl -0.30477 7.34695 -0.47964
S 3.14943 1.33679 1.28704
H 8.22586 -0.84386 1.63708
C 0.28568 -0.73366 2.79806
C -5.14135 -0.43606 -0.83583
C -3.25179 -1.30216 -4.73696
N 5.82467 0.44462 1.15800
*
```


A single C3H5P molecule at a distorted geometry. Source: the OMol25 dataset; level of theory: the ωB97M-V functional and the def2-TZVPD basis.

ΔE to the lowest compared entry with this formula, charge and spin, kcal per mole: 58.65
HOMO energy, eV: -8.61
Frontier orbital gap, Eh: 0.3599
E, Ha: -458.4880

ORCA input file:
```
! RIJCOSX wB97M-V def2-TZVPD def2/J DEFGRID3
* xyz 0 1
P -1.87186 -0.08883 -0.40867
H -2.09299 0.84409 0.56873
C 1.49293 -0.67833 -0.24437
C 0.03138 -0.09325 0.09475
C 1.28652 0.60987 -0.48625
H 2.03700 -1.48644 -0.33971
H -0.10466 0.21394 1.21281
H 1.62096 1.54653 -0.97110
H -2.39928 -0.86758 0.57382
*
```


Question: What is the E in the fifth record?
Answer: -502.4726 Ha


Question: What is the formula in the sixth record?
Answer: C23H77N4O16


Question: Which value of E does entry 7 give?
Answer: -3008.0153 Ha


Question: Which of these has the lowest E?
Answer: C34H58NO24